[1]
C3H20O7 | wB97M-V/def2-TZVPD

```
30
Properties=species:S:1:pos:R:3:forces:R:3:mulliken_charge:R:1
O 6.9759 9.1847 6.1535 0.36 0.56 -0.57 -0.59
O 3.4656 7.8254 9.7278 0.48 0.00 -0.37 -0.72
O 6.8012 4.3710 7.7252 -0.65 -0.39 -0.62 -0.68
O 4.3781 6.0812 4.6089 -0.53 -0.13 0.18 -0.68
O 6.2199 8.0671 9.4932 -0.96 -0.50 -0.16 -0.58
O 4.5531 6.2584 7.3998 -0.14 -0.92 0.57 -0.74
O 6.2568 4.1117 5.0454 -0.03 0.28 -0.05 -0.76
C 5.4746 8.9418 4.2911 0.33 -0.69 0.58 -1.49
C 4.5551 9.3232 6.6165 1.59 -0.62 -0.21 -0.90
C 5.7153 8.6877 5.7770 -1.53 0.16 -0.30 1.08
H 5.6073 7.6915 10.1678 0.77 0.49 -0.43 0.34
H 6.2097 8.3538 3.7556 0.39 0.30 -0.42 0.37
H 6.7976 3.4164 7.8621 0.16 0.02 0.50 0.33
H 3.9074 8.6584 9.5019 -0.34 -0.10 0.15 0.35
H 5.2312 6.8256 7.7750 0.48 0.38 -0.04 0.27
H 5.7164 4.9194 4.8658 0.24 -0.52 -0.38 0.45
H 3.7200 7.2589 8.9735 -0.48 0.04 0.27 0.40
H 3.5313 5.8017 4.2414 0.18 -0.09 -0.19 0.29
H 4.1781 6.2147 5.5540 0.25 0.11 0.08 0.35
H 7.0738 9.1369 7.1002 -0.07 -0.13 0.49 0.29
H 6.9968 8.4349 9.9022 0.27 -0.03 0.51 0.26
H 4.8664 5.3781 7.7037 -0.11 0.37 -0.20 0.32
H 6.5378 4.3618 6.7713 0.50 0.29 0.20 0.41
H 5.7236 7.6004 5.8982 -0.08 0.19 0.13 -0.19
H 7.0409 4.1265 4.4777 -0.36 0.20 0.19 0.33
H 5.5102 9.9973 4.0528 0.09 0.16 -0.15 0.41
H 4.5372 10.4000 6.4158 -0.16 -0.20 0.16 0.41
H 3.6029 8.8446 6.4019 -0.07 0.09 -0.06 0.30
H 4.5291 8.4891 4.0054 -0.21 0.28 0.08 0.30
H 4.8408 9.1194 7.6541 -0.37 0.40 0.06 0.05
```
Positions in Å, forces in eV/Å.

Properties
LUMO level = 0.363 eV
SMILES = CC(C)O.O.O.O.O.O.O
ΔE to the lowest compared entry with this formula, charge and spin = 1.7 kcal per mole
Molar mass = 168.2 g mol⁻¹
Orbital gap = 10.336 eV
E = -652.98133 Eh
Largest force on an atom = 0.03339 Eh/bohr

=====

[2]
C3H20O8 | wB97M-V/def2-TZVPD

```
31
Properties=species:S:1:pos:R:3:forces:R:3:mulliken_charge:R:1
O 1.1879 -4.1086 0.1255 0.10 -0.29 -0.31 -0.64
O -1.4051 2.7900 -0.0627 0.40 1.27 0.23 -0.66
O 0.5602 2.9408 -2.3902 0.62 0.02 -0.42 -0.74
O -2.7516 -2.4166 -1.3866 0.05 -0.16 0.23 -0.63
O 1.0351 0.3702 -1.9816 0.19 0.30 -1.57 -0.56
O -2.1321 0.5246 -0.8296 -0.50 -0.72 -0.36 -0.64
O -0.4703 -3.0203 1.9067 -0.69 0.07 0.65 -0.69
O 1.0318 -1.3170 0.2687 -0.27 0.96 0.34 -0.33
C 1.0308 0.7092 1.6144 -0.72 -1.79 0.93 0.18
C 1.5467 -0.0918 0.6838 0.94 0.53 -0.47 -0.45
C 1.3855 2.0785 2.0538 1.45 1.02 0.00 -1.22
H 0.9434 1.3099 -2.3025 -0.09 -0.20 1.14 0.32
H -3.2875 -1.8555 -0.8162 0.04 0.08 -0.03 0.32
H -0.1141 2.7619 -3.0543 -0.32 0.34 0.42 0.33
H -1.1365 2.0702 0.5117 -0.03 -0.10 -0.02 0.30
H -0.6407 -2.8891 2.8516 0.09 -0.02 -0.44 0.32
H -2.4940 -3.1562 -0.8195 0.01 0.07 -0.19 0.31
H 2.4848 0.1465 0.1602 -0.63 0.30 0.03 0.26
H 0.1597 3.0032 -1.5112 -0.71 0.01 -0.08 0.40
H -2.2374 0.3616 -1.7776 0.15 -0.19 0.29 0.30
H 1.7704 2.7609 1.2666 -0.58 -0.48 0.22 0.28
H 2.1398 2.1845 2.8431 0.28 -0.70 -0.08 0.36
H 0.8676 -1.1887 -0.6865 0.22 -0.12 0.30 0.31
H 1.4029 0.0209 -2.8079 0.00 -0.62 0.36 0.27
H 0.6079 -3.6411 0.7465 0.27 -0.28 0.04 0.44
H 0.5500 2.5099 2.5716 -0.74 0.47 -0.29 0.37
H -0.6722 -2.1932 1.4556 0.19 0.14 0.13 0.28
H 1.9432 -3.5241 0.0342 0.01 0.04 0.00 0.29
H -1.3081 0.0825 -0.5892 0.03 -0.02 -0.25 0.31
H -2.2847 2.5466 -0.3677 0.26 -0.23 0.04 0.33
H 0.2869 0.2303 2.2894 -0.02 0.32 -0.83 0.26
```
Positions in Å, forces in eV/Å.

Properties
LUMO level = 0.162 eV
SMILES = C/C=C/O.O.O.O.O.O.O.O
ΔE to the lowest compared entry with this formula, charge and spin = 36.9 kcal per mole
Molar mass = 184.2 g mol⁻¹
Orbital gap = 9.436 eV
E = -728.16858 Eh
Largest force on an atom = 0.04170 Eh/bohr

=====

[3]
C3H20O9S | wB97M-V/def2-TZVPD

```
33
Properties=species:S:1:pos:R:3:forces:R:3:mulliken_charge:R:1
S -1.6386 -4.3213 -0.1498 -0.63 -0.34 -0.49 1.19
O -0.5055 -3.8816 -1.2421 -1.13 -0.29 1.31 -0.34
O 2.2958 1.8525 -2.6328 0.18 -0.02 -0.06 -0.61
O -0.0256 2.5838 3.4222 0.19 -0.01 -0.14 -0.60
O -2.1998 -5.5587 -0.6391 0.70 1.10 0.31 -0.61
O -1.0809 -4.2430 1.1762 -0.16 0.17 -0.74 -0.61
O -0.0275 3.6951 -2.6068 0.11 -0.08 0.06 -0.63
O 1.0784 0.0232 2.7431 0.08 0.09 -0.54 -0.70
O 0.9799 1.5089 0.2833 0.12 0.28 0.09 -0.63
O -0.0179 5.1629 1.9988 -0.10 -0.09 -0.15 -0.65
C -0.0571 -1.4264 -0.8706 -0.50 -0.92 -0.14 -0.86
C -2.9039 -3.0274 -0.3714 0.74 -0.69 0.34 -0.84
C 0.4518 -2.8722 -0.8686 0.17 0.62 -0.61 -0.34
H 0.1891 2.7280 4.3493 -0.01 -0.03 -0.07 0.31
H 0.9373 -3.0401 0.0922 -0.18 -0.59 -0.01 0.27
H 1.1723 -3.0107 -1.6728 0.25 0.17 0.16 0.35
H 0.8421 -0.8229 -0.9603 -0.24 0.42 0.17 0.26
H 0.5641 1.8637 3.1422 -0.30 -0.03 0.36 0.34
H -0.7628 -1.2325 -1.6806 0.38 0.00 -0.33 0.36
H 1.0844 0.3235 1.8126 -0.02 -0.22 0.18 0.42
H 2.5842 1.0418 -3.0688 -0.10 0.07 0.06 0.29
H 0.0410 5.5511 2.8765 0.01 -0.06 -0.03 0.29
H 0.6490 3.0278 -2.4225 -0.17 0.13 -0.27 0.34
H 1.2012 2.3622 0.6839 -0.12 -0.09 -0.12 0.26
H 1.5463 -0.8178 2.7392 -0.01 0.09 0.11 0.33
H -0.3338 4.2600 2.1586 0.16 0.17 0.19 0.37
H -3.1590 -3.0186 -1.4260 0.10 0.20 -0.04 0.30
H -2.4741 -2.1098 0.0135 -0.11 0.16 -0.25 0.28
H -3.7834 -3.2753 0.2178 0.13 -0.29 0.07 0.36
H -0.0818 3.7279 -3.5675 0.00 -0.03 0.08 0.30
H -0.6351 -1.2126 0.0270 0.50 0.25 0.26 0.22
H 1.1257 1.6394 -0.6631 0.09 -0.09 0.12 0.28
H 2.9444 2.5193 -2.8938 -0.09 -0.06 0.11 0.30
```
Positions in Å, forces in eV/Å.

Properties
LUMO level = -0.187 eV
SMILES = CCOS(C)(=O)=O.O.O.O.O.O.O
ΔE to the lowest compared entry with this formula, charge and spin = 10.0 kcal per mole
Molar mass = 232.3 g mol⁻¹
Orbital gap = 10.595 eV
E = -1201.62241 Eh
Largest force on an atom = 0.03406 Eh/bohr

=====

[4]
C3H23N2O8 | wB97M-V/def2-TZVPD

```
36
Properties=species:S:1:pos:R:3:forces:R:3:mulliken_charge:R:1
O -2.9681 1.9030 2.6315 -0.07 0.42 0.22 -0.69
O 0.7817 0.3126 -2.4256 0.46 -0.16 0.09 -0.72
O 3.1338 -0.4779 -1.1713 0.01 -0.05 -0.18 -0.83
O 2.2349 -2.5269 0.3371 -0.18 0.04 -0.07 -0.72
O 2.2847 -0.7773 2.4141 -0.94 -0.05 0.15 -0.77
O -1.3628 -0.0705 1.5518 0.10 0.03 -0.40 -0.73
O -0.0033 2.3163 -0.7669 0.48 -0.36 0.41 -0.76
O 2.8822 1.1844 0.8902 -0.29 -0.31 0.51 -0.75
N -1.1579 -1.6001 -0.0727 -0.07 -0.40 -1.08 -0.09
N -2.5010 1.7741 -0.0586 0.66 -0.67 0.21 -0.11
C -2.6650 0.3281 -0.3813 -0.09 -0.23 -0.29 -0.96
C -1.4536 -2.1007 -1.4148 0.13 -0.18 -0.13 -1.01
C -1.6641 -0.4772 0.4207 0.57 0.23 1.62 0.66
H 1.0272 0.5986 -3.3191 0.00 -0.16 0.32 0.29
H 0.2851 1.6391 -1.4275 0.01 0.12 -0.01 0.43
H -0.3992 -2.0677 0.4124 -0.25 0.29 0.26 0.25
H 0.6593 2.2269 -0.0528 -0.26 0.18 -0.31 0.33
H 3.1160 0.1362 -0.3857 0.42 0.25 -0.24 0.45
H -3.1554 2.3225 -0.6071 -0.01 0.17 0.12 0.37
H -2.6296 1.9321 0.9767 -0.23 0.15 -0.33 0.40
H 2.3808 -1.5304 1.7924 0.03 -0.01 0.00 0.43
H -0.9906 -1.4777 -2.1767 -0.01 0.10 -0.08 0.32
H -2.4958 0.1859 -1.4445 -0.14 0.11 -0.10 0.57
H -2.3890 1.1354 2.7375 0.17 -0.10 0.16 0.38
H 1.6093 -0.0556 -2.0090 -0.44 0.35 -0.53 0.43
H -3.6701 -0.0269 -0.1223 0.15 0.22 -0.09 0.30
H -1.0409 -3.1024 -1.5266 -0.03 0.06 0.17 0.33
H -2.5253 -2.1741 -1.5858 -0.04 0.01 0.04 0.38
H 2.8064 -3.3017 0.3381 -0.02 0.01 -0.09 0.32
H -1.4736 2.0366 -0.3040 -0.57 0.11 0.02 0.33
H 2.5739 -1.9085 -0.3495 0.13 -0.33 0.16 0.45
H 3.9977 -0.4218 -1.6108 -0.38 0.08 0.33 0.29
H -2.7726 2.5381 3.3398 -0.07 -0.37 -0.31 0.32
H 2.6350 0.4974 1.6079 0.36 0.50 -0.63 0.46
H 3.5946 1.7064 1.2767 -0.03 0.03 -0.15 0.30
H 1.3153 -0.6765 2.4857 0.47 -0.10 0.22 0.33
```
Positions in Å, forces in eV/Å.

Properties
LUMO level = -2.417 eV
ΔE to the lowest compared entry with this formula, charge and spin = 0.0 kcal per mole
Molar mass = 215.2 g mol⁻¹
Orbital gap = 10.961 eV
E = -839.39704 Eh
Charge = +1
Largest force on an atom = 0.03377 Eh/bohr

=====

[5]
C3H23NO7S2 | wB97M-V/def2-TZVPD

```
36
Properties=species:S:1:pos:R:3:forces:R:3:mulliken_charge:R:1
S 2.6297 -1.1971 1.4037 0.20 -0.27 2.08 -0.18
S 2.3629 -0.5390 -0.4388 -0.54 0.34 -2.15 -0.09
O -3.7845 -1.3853 -1.2311 0.33 0.33 -0.31 -0.64
O -0.2483 -0.7985 -3.6763 0.85 -0.37 0.23 -0.67
O -3.4557 1.4854 1.1695 -0.85 0.23 0.28 -0.63
O -0.2350 1.1531 4.3322 -0.03 0.11 -0.05 -0.63
O -0.7870 1.6879 -3.0125 0.29 0.38 -0.25 -0.61
O -0.0498 -3.2396 -1.4017 -0.36 0.51 -0.73 -0.60
O -0.8618 -1.0555 2.4371 -1.97 -0.25 0.94 -0.60
N -0.5970 0.5213 -0.0056 0.97 0.06 2.86 -0.09
C 1.6931 1.2244 -0.5890 1.48 -0.81 1.50 -0.55
C 0.1313 2.8531 0.1615 -0.88 0.24 1.78 -1.40
C 0.5031 1.3997 0.3783 0.65 0.85 -1.34 0.33
H 0.7760 1.2578 1.4587 0.04 -0.20 -1.06 0.05
H -0.5980 2.5522 -3.3988 -0.12 -0.13 0.06 0.28
H 0.0211 3.0830 -0.8728 -0.79 -0.09 -0.84 0.33
H -0.0668 -1.4122 -2.9356 -0.44 0.22 -0.53 0.31
H 1.4917 -1.8109 1.9241 0.29 0.70 -0.93 0.12
H -1.1903 -0.6974 -3.8081 -0.26 -0.29 0.23 0.32
H -1.6135 -1.2578 3.0566 1.34 -0.11 -0.24 0.31
H -0.7906 2.9716 0.7734 0.32 0.69 -0.76 0.23
H 0.8801 3.5868 0.4780 0.02 -0.44 0.49 0.45
H -4.3800 -0.9178 -1.8349 0.15 -0.13 0.20 0.33
H -0.1678 1.0629 -3.4370 -0.35 0.02 0.25 0.39
H -0.3808 0.5376 3.6056 0.11 -0.44 -0.15 0.33
H 1.4550 1.3088 -1.6818 -0.10 -0.12 1.13 0.19
H -0.0713 -4.1857 -1.2583 0.11 -0.06 0.30 0.28
H -2.6855 1.8664 1.5966 0.26 -0.37 -0.39 0.30
H -3.2061 0.8210 0.5230 0.49 0.05 0.12 0.33
H -0.6534 1.9549 4.0150 -0.04 0.30 0.15 0.31
H -0.2297 -0.4169 0.0117 -0.55 -0.20 -0.89 0.02
H -1.1731 0.8630 -0.7201 -0.34 0.04 -1.57 0.16
H 2.5185 1.9491 -0.3182 -0.79 -0.84 -0.37 0.41
H -1.4225 -0.7202 1.7213 0.60 0.42 -0.57 0.33
H 0.2986 -2.7949 -0.6303 0.29 -0.23 0.36 0.29
H -2.9091 -1.3149 -1.6472 -0.39 -0.13 0.19 0.29
```
Positions in Å, forces in eV/Å.

Properties
LUMO level = 0.080 eV
SMILES = C[C@@H](N)CSS.O.O.O.O.O.O.O
ΔE to the lowest compared entry with this formula, charge and spin = 17.7 kcal per mole
Molar mass = 249.4 g mol⁻¹
Orbital gap = 9.278 eV
E = -1505.87703 Eh
Largest force on an atom = 0.05868 Eh/bohr

=====

[6]
C3H23O8 | wB97M-V/def2-TZVPD

```
34
Properties=species:S:1:pos:R:3:forces:R:3:mulliken_charge:R:1
O 1.3970 5.6181 1.1196 -0.05 -0.45 0.11 -0.64
O 4.2223 -0.0014 2.8005 -0.31 0.15 -0.39 -0.64
O -1.9914 2.6828 0.7242 0.45 -0.24 -0.25 -0.63
O -3.2197 0.2619 -2.8679 0.34 0.02 -0.10 -0.62
O -0.6679 5.1211 -3.3245 0.08 -0.09 0.37 -0.64
O -0.4455 -2.6457 0.6764 -0.79 0.92 -1.25 -0.50
O 0.8306 0.0974 -4.0225 0.19 0.18 0.43 -0.64
O 1.7094 1.6704 -0.1244 0.71 0.05 0.11 -0.37
C 0.9066 -4.4618 1.2065 -0.82 -1.46 0.79 -1.19
C -1.7413 -4.3553 1.9060 1.90 1.10 -0.60 -1.23
C -0.3244 -3.6593 1.6501 -0.19 0.21 0.37 0.48
H 0.8840 -5.4197 1.7260 0.33 -0.06 0.41 0.36
H -1.3590 -2.6683 0.3822 0.04 0.27 -0.28 0.26
H -0.1034 -3.0595 2.5330 0.25 -0.61 0.59 0.14
H -3.2611 0.7681 -2.0565 -0.04 0.16 0.22 0.31
H -1.8713 -4.5213 2.9755 0.08 -0.77 -0.25 0.33
H -2.2482 3.5122 0.3212 -0.08 0.28 -0.14 0.33
H -2.5852 2.5836 1.4683 -0.13 -0.09 0.28 0.32
H -2.4868 -3.5953 1.6721 -0.14 0.04 -0.11 0.40
H -1.8659 -5.1852 1.2104 -0.18 -0.28 0.52 0.34
H 1.9592 1.1086 0.6129 0.63 -0.47 1.18 0.45
H -4.0383 -0.2339 -2.8835 -0.23 -0.17 -0.09 0.32
H 0.8832 2.1019 0.1055 -1.18 0.71 0.06 0.44
H 2.1392 6.1892 0.9215 0.23 0.20 0.01 0.33
H 0.8686 -4.7882 0.1672 -0.21 0.54 -0.19 0.30
H 1.6093 1.0658 -0.8633 -0.30 -0.39 -1.32 0.44
H 1.8636 -3.9834 1.4149 -0.24 0.20 -0.04 0.30
H -0.1287 5.5113 -4.0124 0.16 0.15 -0.17 0.32
H 4.2636 0.8202 3.2898 0.11 0.21 0.19 0.33
H 0.8255 5.6936 0.3554 -0.21 0.17 -0.21 0.32
H -0.0488 -0.1532 -3.7394 -0.36 -0.11 -0.01 0.33
H 0.8468 -0.1005 -4.9588 0.09 -0.03 -0.26 0.31
H -1.3790 4.6859 -3.7949 -0.22 -0.10 -0.13 0.32
H 4.5571 -0.6602 3.4090 0.09 -0.26 0.12 0.32
```
Positions in Å, forces in eV/Å.

Properties
LUMO level = -4.077 eV
ΔE to the lowest compared entry with this formula, charge and spin = 58.5 kcal per mole
Molar mass = 187.2 g mol⁻¹
Orbital gap = 8.212 eV
E = -729.67830 Eh
Charge = +1
Largest force on an atom = 0.04437 Eh/bohr